# 1
Computed, not measured: one molecule with the formula C3H7NO2S, with the ωB97M-V functional and the def2-TZVPD basis.

Each line ends with the natural charge from an NBO analysis.
Atoms and positions in Å:
C -0.761 -0.792 -0.509  -0.22
C 0.432 -0.097 0.182  -0.45
C 0.400 1.376 -0.096  0.77
H -1.871 -0.661 1.122  0.35
H -2.418 0.328 -0.125  0.38
H -0.810 -0.411 -1.535  0.22
H -0.545 -1.855 -0.545  0.19
H 0.463 -0.184 1.270  0.24
H 1.893 -1.798 0.631  0.14
H 2.269 1.509 0.206  0.49
N -2.019 -0.595 0.141  -0.82
O 1.515 2.112 0.087  -0.66
O -0.607 1.901 -0.535  -0.57
S 2.058 -0.832 -0.295  -0.05

Its spin multiplicity is 1. The frontier orbital gap is 0.35682 Ha. Its electronic energy is -721.9355 hartree. The calculation puts the HOMO energy at -0.3452 Ha. As for the SMILES: NC[C@@H](S)C(=O)O. For the relative energy (zero: lowest compared OMol25 entry of this formula, charge and spin), the calculation gives 0.739 eV.

=====

# 2
Computed, not measured: a 2-piece molecular cluster, C3H7NO2S overall, with the ωB97M-V functional and the def2-TZVPD basis.

Each line ends with the natural charge from an NBO analysis.
Atoms and positions in Å:
C 1.061 0.549 -1.133  -0.69
C 1.237 -0.418 1.239  -0.70
C 0.641 -0.460 -0.144  -0.05
N -2.538 0.396 -0.770  0.35
O -3.088 1.429 -0.972  -0.29
O -2.729 -0.120 0.476  -0.56
S -0.083 -1.847 -0.544  0.01
H 2.001 0.997 -0.901  0.23
H 0.324 1.429 -0.922  0.25
H 1.182 0.208 -2.160  0.25
H 2.296 -0.869 1.492  0.26
H 0.774 -0.905 2.040  0.24
H 1.352 0.689 1.693  0.21
H -2.429 -1.078 0.604  0.51

Its spin multiplicity is 1. The frontier orbital gap (spin up / spin down) is 0.30597 / 0.30595 Ha. Its electronic energy is -721.7739 hartree. The calculation puts the HOMO energy (spin up / spin down) at -0.3227 / -0.3227 Ha. As for the SMILES: CC(C)=S.O=NO. For the relative energy (zero: lowest compared OMol25 entry of this formula, charge and spin), the calculation gives 5.136 eV.

=====

What did we get for molecular weight? Answer: 121.2; 121.2 u, in the order shown.